The following is a quantum chemistry calculation of a single C5H6O molecule, from the Open Molecules 2025 dataset.

Last column: natural (NBO) charge in e.
Cartesian coordinates (Å):
C  0.33858  2.50177  0.95226  -0.22
C  -0.07678  1.32894  0.53689  -0.42
C  0.01289  0.10045  -0.06629  0.05
C  1.03303  -1.00172  -0.13578  -0.10
O  0.13253  -1.80209  -0.91649  -0.52
C  -0.89286  -0.79600  -0.88864  -0.10
H  0.04061  2.84364  1.94719  0.17
H  -0.96820  0.74277  1.02089  0.34
H  1.94720  -0.72636  -0.68049  0.20
H  1.30396  -1.47698  0.81538  0.20
H  -1.81548  -1.16205  -0.42053  0.19
H  -1.12468  -0.40718  -1.88974  0.20

Atomic forces in eV per Å
-0.2 -0.4 0.0
0.2 0.1 -0.1
0.0 0.1 0.0
0.3 0.1 0.2
0.0 -0.2 -0.1
-0.3 0.2 -0.1
0.0 -0.1 -0.2
-0.1 0.0 0.1
-0.1 0.0 0.1
0.0 0.1 -0.1
0.1 0.1 0.0
0.1 0.0 0.1

- Energy above the lowest of the compared OMol25 structures with the same formula, charge and spin: 146.30 kcal per mole
- HOMO (spin up / spin down): -0.2937 / -0.2938 hartree
- HOMO-LUMO gap (spin up / spin down): 7.5 / 7.5 eV
- Multiplicity: 1
- Electronic energy: -7322.9404 eV

The following is a quantum chemistry calculation of 2 unconnected molecules or ions with the total composition C2H2Br3OP in a non-equilibrium geometry, from the Open Molecules 2025 dataset.

Last column: natural (NBO) charge in e.
Cartesian coordinates (Å):
C  1.58150  0.67062  -0.44813  0.43
C  0.08709  -0.59297  0.19436  -0.78
O  1.23403  1.75462  -0.70370  -0.49
P  -1.34697  0.08171  -0.77423  0.68
Br  3.21320  0.09044  0.03627  0.12
Br  -2.79257  -1.61260  -0.26285  -0.25
Br  -1.90756  1.61145  0.73036  -0.16
H  -0.16801  -0.36764  1.16384  0.23
H  0.09929  -1.63564  0.06408  0.23

Atomic forces in eV per Å
-3.9 -1.5 2.0
1.0 2.7 -4.4
0.1 0.2 -0.8
1.8 1.7 1.8
2.3 -0.7 0.3
-2.1 -2.5 0.0
-0.1 0.5 -0.7
0.0 0.8 2.3
0.9 -1.3 -0.6

- Energy above the lowest of the compared OMol25 structures with the same formula, charge and spin: 46.28 kcal per mole
- HOMO (spin up / spin down): -0.2119 / -0.3567 hartree
- HOMO-LUMO gap (spin up / spin down): 5.5 / 5.9 eV
- Multiplicity: 3
- <S²>: 2.0089
- Electronic energy: -223565.2071 eV

The following is a quantum chemistry calculation of 2 unconnected molecules or ions with the total composition C10H15BrN3O4PS, from the Open Molecules 2025 dataset.

Last column: natural (NBO) charge in e.
Cartesian coordinates (Å):
O  2.23883  -2.29734  0.31203  -0.99
P  1.86123  -0.81539  0.84022  1.13
Br  0.59130  -1.19304  2.60446  -0.20
C  0.45313  -0.19402  -0.31453  -0.24
C  -0.82401  -1.00289  -0.19979  0.19
C  -2.03760  -0.52603  0.27333  -0.27
C  -3.11697  -1.40503  0.34922  -0.14
C  -2.94741  -2.71366  -0.07245  -0.25
C  -1.70162  -3.08948  -0.56321  0.07
N  -0.66525  -2.26170  -0.62560  -0.48
C  0.36659  1.25168  0.17147  -0.27
N  -0.11938  2.24480  -0.86210  -0.49
C  0.49868  2.02060  -2.20566  -0.25
C  0.22126  0.57694  -2.59625  -0.19
S  0.64940  0.27084  -4.31952  0.03
N  0.97799  -0.26017  -1.67997  -0.66
H  1.85358  -2.56507  -0.53104  0.51
H  -2.17230  0.48891  0.63043  0.21
H  -4.07419  -1.08147  0.73859  0.23
H  -3.75441  -3.43294  -0.03126  0.23
H  -1.54046  -4.10235  -0.91832  0.21
H  -0.25147  1.35511  1.06208  0.27
H  1.36898  1.59649  0.44717  0.27
H  -1.13734  2.25873  -0.93824  0.43
H  0.15527  3.17257  -0.53267  0.45
H  0.10664  2.73599  -2.92716  0.24
H  1.57551  2.16629  -2.10130  0.24
H  -0.86326  0.40970  -2.47912  0.19
H  -0.47053  -0.39079  -4.62367  0.14
H  0.96429  -1.21647  -2.01439  0.40
C  2.32317  1.91366  4.93816  0.94
O  1.49653  1.10951  5.43681  -0.83
O  2.88457  1.38559  3.71562  -0.81
O  2.71025  3.02497  5.27591  -0.75
H  2.37897  0.56546  3.74072  0.46

Atomic forces in eV per Å
-0.1 0.1 -0.3
0.7 0.1 0.1
-0.2 -0.1 0.3
-0.4 -0.2 0.1
0.0 0.0 -0.1
-0.3 -0.2 0.1
0.1 -0.1 -0.1
0.1 0.1 0.0
-0.1 0.0 0.1
-0.1 0.0 -0.2
0.3 0.0 0.1
0.2 0.3 0.1
0.2 -0.2 -0.4
-0.3 0.0 0.4
0.2 0.0 -0.1
0.3 0.3 -0.1
-0.3 -0.2 0.2
0.1 0.0 0.0
0.1 0.1 0.0
0.0 0.0 0.0
0.1 0.1 0.0
0.0 0.0 -0.1
-0.1 0.0 -0.1
0.0 -0.2 0.0
-0.1 0.0 0.1
-0.2 0.0 0.2
-0.1 0.0 0.1
0.0 0.0 -0.2
-0.1 0.0 0.0
-0.1 0.0 0.1
-0.3 -0.1 0.2
0.1 0.2 -0.1
-0.2 0.2 0.0
0.1 0.0 -0.1
0.2 -0.3 -0.3

- HOMO: -0.2332 hartree
- HOMO-LUMO gap: 5.0 eV
- Multiplicity: 1
- Electronic energy: -113438.8043 eV